36
Properties=species:S:1:pos:R:3 method="wB97M-V/def2-TZVPD" gap_ev=9.50 e_above_lowest_ev=1.727 lumo_energy_ha=0.0230 fmax_ev_per_a=3.01 smiles="CC(C)[C@H](N)C(=O)N[C@@H](Cc1c[nH]cn1)C(=O)O"
C 2.2101 0.4423 -0.4065
C 1.5219 0.0173 0.8819
C 2.3581 2.0218 -0.2763
C 1.1120 2.8588 0.0618
C 3.1148 2.5538 -1.5510
C -0.6820 -0.7685 1.7986
C -0.6905 -2.2759 2.0850
C -2.1505 -0.2517 1.3609
C -2.5188 -1.0669 0.1612
C -3.7433 -1.5933 0.0406
C -2.5635 -1.7737 -1.8096
H 1.6759 -0.6186 -2.0821
H 1.4439 0.9040 -2.3401
H 3.2210 -0.0460 -0.4098
H 2.9806 2.1397 0.6456
H 0.3822 2.8291 -0.7897
H 0.6964 2.5086 0.9952
H 1.4199 3.8557 0.2529
H 3.2759 3.5822 -1.3270
H 2.5520 2.2970 -2.4671
H 4.1677 2.2222 -1.6618
H -0.0651 -0.5073 -0.2254
H -0.3335 -0.3264 2.7060
H -2.9629 -0.4796 2.1118
H -2.2956 0.7769 1.1233
H -4.5449 -1.6492 0.8160
H -2.3035 -2.0031 -2.7966
H -4.5902 -2.4704 -1.7209
H 0.2291 -3.9043 1.5739
N 1.3065 0.1827 -1.6348
N 0.2478 -0.4768 0.7297
N -1.6799 -1.3976 -0.9104
N -3.7686 -2.0176 -1.3050
O 2.0291 0.1591 2.0108
O -1.3965 -2.8160 2.8927
O 0.3444 -2.9081 1.4662